ORCA calculation (ωB97M-V/def2-TZVPD) on a gas-phase ion, C11H21NP (charge +1) in a non-equilibrium geometry.

Last column: Löwdin charge in e.
Atoms and positions in Å:
P: -0.116 -0.677 1.715  1.26
N: 0.512 0.004 -1.330  -0.14
C: -1.204 -0.887 0.258  -0.27
C: -0.686 -0.639 -0.973  -0.18
C: 0.743 -1.880 -3.091  -0.01
C: 2.344 0.069 -2.874  -0.08
C: 0.388 0.880 3.854  -0.11
C: -0.851 0.427 3.129  -0.80
C: -1.729 1.538 2.704  -0.10
C: -1.565 -0.589 3.931  -0.13
C: 0.060 0.641 -3.644  0.00
C: 1.256 0.582 -0.457  0.15
C: 0.878 -0.307 -2.778  -0.51
H: -1.583 -0.266 5.023  0.13
H: 1.050 -2.623 -2.343  0.10
H: 2.953 -0.531 -2.170  0.10
H: -0.103 0.145 -4.646  0.13
H: -2.444 1.215 2.050  0.04
H: -1.207 2.362 2.128  0.11
H: 0.558 1.551 -3.890  0.09
H: -1.084 -0.810 -1.991  0.11
H: 0.307 1.925 4.182  0.11
H: -2.223 2.113 3.545  0.13
H: 2.131 1.068 -0.872  0.05
H: 2.469 1.132 -2.718  0.07
H: 1.328 0.781 3.238  0.08
H: 1.256 -2.079 -4.009  0.08
H: -0.859 0.700 -3.193  0.05
H: 2.815 -0.178 -3.896  0.13
H: -2.209 -1.312 0.160  0.09
H: -2.441 -0.888 3.530  0.04
H: -1.032 -1.678 4.094  0.14
H: 0.599 0.334 4.684  0.04
H: -0.313 -2.124 -3.351  0.09

- lowest unoccupied orbital energy (alpha / beta) (eV) = -5.3 / -5.3
- E_HOMO (alpha / beta) (eV) = -12.67 / -12.67
- total charge = +1
- total energy (eV) = -22514.6434
- max |F| (eV/Å) = 5.6

=====

ORCA calculation (ωB97M-V/def2-TZVPD) on a molecular structure, C29H29BCl3N8ORu.

Last column: Mulliken spin population.
Atoms and positions in Å:
Ru: -0.104 0.313 -0.291  2.79
Cl: 1.590 7.415 -1.583  0.06
Cl: 1.092 2.187 -2.567  0.04
Cl: 0.977 4.032 2.513  0.03
O: 0.725 2.078 0.394  0.26
N: -0.365 -2.561 -0.940  0.00
N: 1.691 -2.103 0.395  0.01
N: -0.527 -2.038 1.574  0.00
N: -0.662 -1.332 -1.435  0.08
N: 1.757 -0.775 0.073  0.01
N: 1.313 -4.882 1.393  0.00
N: -0.754 -0.703 1.553  0.13
N: 0.280 -4.240 0.785  0.00
C: 1.112 4.345 0.842  0.17
C: 3.813 -1.520 0.537  0.00
C: -1.079 -1.492 -2.703  -0.03
C: -1.486 -0.361 -3.582  0.03
C: -1.962 3.667 0.022  0.01
C: -1.672 1.048 3.035  0.00
C: -1.975 1.231 -0.605  -0.15
C: -2.143 3.096 -2.292  -0.01
C: -1.295 -0.360 2.725  0.00
C: 3.049 -0.418 0.168  0.00
C: -0.828 -5.032 0.790  0.00
C: -2.193 4.441 -2.621  0.01
C: -0.581 -3.478 -1.890  0.04
C: 1.320 5.613 0.380  -0.04
C: 0.863 -6.071 1.745  0.00
C: -0.914 -2.532 2.760  0.03
C: -0.498 -6.217 1.384  0.00
C: 1.123 3.505 -1.467  0.08
C: 0.965 3.222 -0.060  0.14
C: 3.546 0.966 -0.077  0.01
C: 2.917 -2.559 0.678  0.03
C: 1.386 5.828 -1.000  0.23
C: -1.419 -1.499 3.523  0.01
C: 1.298 4.775 -1.925  -0.03
C: -2.015 2.677 -0.965  0.08
C: -1.045 -2.845 -3.025  0.00
C: 1.750 -7.058 2.427  0.00
C: -2.128 5.411 -1.627  -0.01
C: -2.026 5.016 -0.302  0.00
B: 0.294 -2.765 0.465  -0.07
H: -0.385 -4.519 -1.704  0.00
H: -1.625 1.222 4.108  0.00
H: 2.755 -6.652 2.523  0.00
H: -0.994 1.746 2.543  0.00
H: -2.528 0.627 -1.323  0.01
H: 3.049 -3.585 0.971  0.00
H: -1.310 -3.296 -3.965  0.00
H: 1.376 -7.296 3.423  0.00
H: -2.227 2.357 -3.079  0.00
H: 3.149 1.378 -1.002  -0.01
H: -2.692 1.265 2.710  0.00
H: -0.989 0.562 -3.295  -0.01
H: -1.228 -0.587 -4.615  0.00
H: -1.767 -4.688 0.386  0.00
H: 1.379 4.977 -2.983  0.00
H: 4.631 0.952 -0.152  0.00
H: -0.798 -3.579 2.986  0.00
H: -2.006 5.758 0.487  0.00
H: -2.564 -0.198 -3.536  0.00
H: -1.812 -1.557 4.523  0.00
H: -2.304 4.735 -3.657  0.00
H: 1.803 -7.990 1.864  0.00
H: -2.186 6.461 -1.883  0.00
H: 1.409 6.443 1.066  0.00
H: -2.447 1.069 0.369  0.04
H: 4.878 -1.553 0.684  0.00
H: -1.134 -7.072 1.538  0.00
H: -1.896 3.371 1.064  -0.01
H: 3.275 1.626 0.748  0.00

- lowest unoccupied orbital energy (alpha / beta) (eV) = -2.5 / -5.9
- spin multiplicity = 5
- E_HOMO (alpha / beta) (eV) = -11.09 / -11.16
- total charge = +1
- <S²> = 6.06
- total energy (eV) = -85333.9815
- max |F| (eV/Å) = 0.2

=====

ORCA calculation (ωB97M-V/def2-TZVPD) on a molecular structure, C39H56CaN6OP2.

Last column: Löwdin charge in e.
Atoms and positions in Å:
Ca: -0.868 1.391 -0.106  1.26
P: -2.904 0.973 2.039  0.96
P: 1.662 -1.215 -0.401  0.88
O: 0.518 -0.254 -0.145  -0.56
N: -1.081 3.218 -1.639  0.04
N: -3.413 -0.764 4.140  -0.15
N: 0.511 3.306 0.546  0.00
N: -5.359 0.024 2.891  -0.15
N: -2.437 0.895 -1.910  -0.01
N: -4.198 1.533 4.416  -0.15
C: 0.496 4.391 -0.247  -0.21
C: 2.013 -3.720 -1.725  -0.20
C: 2.030 4.398 2.035  -0.02
C: 1.244 5.518 0.076  0.02
C: 4.229 -1.081 -1.712  -0.17
C: 3.288 -2.828 1.345  -0.17
C: 0.633 -2.599 2.609  -0.20
C: 1.262 3.317 1.648  -0.12
C: 1.501 -1.362 2.388  -0.19
C: 1.508 -3.829 2.841  -0.18
C: -5.479 1.133 3.837  -0.17
C: 2.433 -4.059 1.648  -0.19
C: -1.924 4.088 -3.688  0.02
C: 0.453 -2.701 -3.698  -0.19
C: 5.257 1.036 -0.782  -0.18
C: 3.860 1.595 -0.524  -0.20
C: -1.866 3.095 -2.719  -0.19
C: -0.358 5.354 -2.403  0.02
C: -4.653 0.416 1.685  -0.33
C: -4.324 0.474 -3.884  -0.01
C: 2.481 -1.527 1.212  -0.33
C: -4.073 -0.509 -2.941  -0.02
C: -0.342 4.324 -1.471  -0.19
C: 0.685 -4.213 -3.823  -0.17
C: -4.714 -1.103 3.565  -0.17
C: 2.816 -0.471 -1.623  -0.32
C: 1.290 -4.798 -2.531  -0.17
C: -3.613 1.662 -3.828  0.02
C: 2.873 1.062 -1.559  -0.18
C: 2.014 5.523 1.229  -0.01
C: -3.323 2.145 3.432  -0.33
C: -3.584 0.368 5.052  -0.17
C: 5.249 -0.489 -0.738  -0.18
C: -2.663 1.847 -2.831  -0.20
C: -0.049 -2.344 -2.300  -0.18
C: -1.158 5.227 -3.524  0.00
C: 0.980 -2.720 -1.192  -0.33
C: -2.429 -0.479 3.111  -0.35
C: -3.120 -0.249 -1.975  -0.13
H: 0.891 -4.713 3.009  0.12
H: 1.229 6.396 -0.549  0.11
H: -2.401 2.468 3.921  0.09
H: 2.575 -4.174 -0.906  0.09
H: -0.263 -2.362 -4.448  0.11
H: -0.031 -2.440 3.461  0.11
H: 3.531 1.335 0.489  0.10
H: 0.434 -3.198 -0.373  0.10
H: -0.321 -1.289 -2.245  0.08
H: -2.542 3.985 -4.565  0.12
H: 0.247 6.238 -2.280  0.12
H: 2.103 -3.680 3.748  0.12
H: -0.008 -2.763 1.731  0.10
H: 1.384 -2.165 -3.907  0.10
H: -2.613 0.650 5.464  0.13
H: 4.587 -0.893 -2.729  0.13
H: 2.305 -0.729 -2.558  0.11
H: 3.188 -0.695 1.260  0.10
H: 1.246 2.412 2.248  0.11
H: 0.887 -0.472 2.244  0.08
H: -5.367 -1.436 4.372  0.14
H: -4.632 -0.427 0.990  0.08
H: -4.594 -1.926 2.857  0.13
H: 6.237 -0.879 -0.991  0.12
H: 2.593 6.398 1.491  0.13
H: -0.968 -2.908 -2.115  0.12
H: -4.228 0.051 5.872  0.14
H: 3.183 1.419 -2.545  0.13
H: 2.104 -1.194 3.287  0.13
H: -2.885 -0.989 -1.217  0.11
H: 4.191 -2.163 -1.601  0.08
H: -1.181 6.012 -4.268  0.13
H: -4.603 -1.451 -2.948  0.12
H: -3.803 3.035 3.021  0.09
H: 5.594 1.373 -1.767  0.12
H: -3.813 2.430 -4.559  0.11
H: 3.898 -3.005 0.454  0.10
H: -6.136 0.821 4.649  0.14
H: -5.198 1.227 1.196  0.09
H: 1.823 -4.320 0.779  0.08
H: 1.977 -5.609 -2.766  0.12
H: 1.870 1.466 -1.380  0.08
H: 3.087 -4.913 1.830  0.13
H: 3.875 2.687 -0.575  0.11
H: -1.464 -0.270 3.583  0.08
H: 2.738 -3.216 -2.365  0.10
H: -2.297 -1.362 2.480  0.08
H: -5.934 1.988 3.334  0.13
H: -0.260 -4.711 -4.044  0.11
H: 1.343 -4.408 -4.671  0.11
H: 0.504 -5.231 -1.907  0.12
H: 5.968 1.429 -0.054  0.12
H: 3.991 -2.681 2.170  0.13
H: -5.066 0.321 -4.655  0.13
H: 5.051 -0.822 0.283  0.10
H: 2.617 4.356 2.941  0.12

- energy above the lowest of the compared OMol25 structures with the same formula, charge and spin (kcal per mole) = 1.1
- lowest unoccupied orbital energy (eV) = -5.7
- E_HOMO (eV) = -12.73
- total charge = +2
- total energy (eV) = -89350.5078
- max |F| (eV/Å) = 1.0

=====

ORCA calculation (ωB97M-V/def2-TZVPD) on C9H19N5O3S in the gas phase in a non-equilibrium geometry.

Last column: Löwdin charge in e.
Atoms and positions in Å:
S: 4.608 -2.642 0.209  0.73
O: -0.314 2.524 0.980  0.10
O: 1.780 2.665 0.083  0.05
O: 2.405 -0.137 1.091  0.06
N: -4.088 -0.108 -0.653  0.01
N: -4.589 -1.044 1.380  0.12
N: -6.081 -1.202 -0.487  0.10
N: 4.546 1.376 -0.257  0.04
N: 1.642 0.064 -0.988  0.08
C: 0.692 2.066 0.191  -0.36
C: 4.109 0.049 -0.601  -0.45
C: -0.293 -0.417 0.390  -0.17
C: 4.992 -0.895 0.218  -0.58
C: -1.702 -0.787 -0.185  -0.18
C: 2.685 -0.066 -0.106  -0.51
C: 0.421 0.591 -0.409  -0.27
C: -2.731 0.309 -0.241  -0.21
C: -4.919 -0.818 0.154  -0.61
H: -2.091 -1.622 0.411  0.11
H: -4.121 -0.453 -1.576  0.11
H: 4.580 1.279 0.800  0.09
H: 5.031 -0.414 1.275  0.11
H: 3.598 1.987 -0.392  0.11
H: 6.041 -0.833 -0.096  0.07
H: -0.351 -0.202 1.501  0.15
H: 1.993 0.861 -1.798  0.24
H: 3.463 -2.497 0.888  -0.14
H: -5.423 -1.324 1.839  0.01
H: -0.033 3.397 1.400  0.16
H: -0.221 0.667 -1.352  0.16
H: -2.499 1.129 -0.996  0.13
H: 0.255 -1.355 0.307  0.12
H: -2.873 0.857 0.704  0.12
H: -6.829 -1.327 0.285  0.13
H: -6.443 -0.436 -1.030  0.08
H: -1.445 -1.063 -1.233  0.12
H: 4.208 -0.179 -1.705  0.16

- energy above the lowest of the compared OMol25 structures with the same formula, charge and spin (kcal per mole) = 47.8
- lowest unoccupied orbital energy (eV) = 0.4
- SMILES = [H]/N=C(\N)NCCC[C@H](NC(=O)[C@@H](N)CS)C(=O)O
- E_HOMO (eV) = -9.06
- total charge = 0
- total energy (eV) = -34068.6643
- max |F| (eV/Å) = 5.7

=====

ORCA calculation (ωB97M-V/def2-TZVPD) on C2H5NSi in the gas phase in a non-equilibrium geometry.

Last column: Löwdin charge in e.
Atoms and positions in Å:
Si: -0.974 0.205 -0.162  0.61
N: 0.431 -0.743 -0.142  -0.22
C: 2.681 0.481 0.242  0.09
C: 1.691 -0.484 -0.005  -0.25
H: -0.548 1.694 -0.178  -0.03
H: 0.290 -1.677 -0.154  0.04
H: -1.594 -0.175 -1.418  -0.09
H: -1.973 -0.389 0.693  -0.09
H: 3.671 0.621 -0.034  -0.05

- energy above the lowest of the compared OMol25 structures with the same formula, charge and spin (kcal per mole) = 74.0
- lowest unoccupied orbital energy (eV) = 0.5
- SMILES = C#CN[SiH3]
- E_HOMO (eV) = -8.21
- total charge = 0
- total energy (eV) = -11518.5986
- max |F| (eV/Å) = 11.7

=====

ORCA calculation (ωB97M-V/def2-TZVPD) on C8H8O3S2 in the gas phase in a non-equilibrium geometry.

Last column: Löwdin charge in e.
Atoms and positions in Å:
S: -1.751 2.434 -0.544  0.71
S: -0.233 -0.831 1.802  0.81
O: 2.769 2.307 1.088  0.12
O: 2.364 -1.601 -1.259  0.11
O: 2.700 0.284 -0.106  0.16
C: 2.130 1.369 0.321  -0.33
C: -1.709 -0.524 -0.424  -0.30
C: -0.286 2.323 0.204  -0.56
C: 0.821 1.467 -0.202  -0.20
C: 0.638 0.200 -0.924  -0.19
C: -1.691 -0.973 0.832  -0.47
C: 1.836 -0.464 -0.789  -0.37
C: -0.622 -0.435 -1.427  -0.20
H: -1.117 0.090 -2.394  0.15
H: -0.203 -1.528 -1.789  0.17
H: 3.268 -1.811 -0.916  0.15
H: -2.749 -0.501 -0.921  0.13
H: -2.545 -1.120 1.319  0.01
H: 3.631 1.841 1.171  0.14
H: -0.707 -0.505 3.023  -0.13
H: -0.105 2.856 1.164  0.07

- energy above the lowest of the compared OMol25 structures with the same formula, charge and spin (kcal per mole) = 76.4
- lowest unoccupied orbital energy (eV) = -0.2
- SMILES = Oc1oc(O)c(C/C=C\S)c1C=S
- E_HOMO (eV) = -7.68
- total charge = 0
- total energy (eV) = -36235.0988
- max |F| (eV/Å) = 5.5

=====

ORCA calculation (ωB97M-V/def2-TZVPD) on a molecular structure, C7H10S in a non-equilibrium geometry.

Last column: Löwdin charge in e.
Atoms and positions in Å:
S: -1.872 -1.485 -0.235  0.88
C: 1.942 -1.745 -0.027  0.06
C: 0.166 1.471 0.233  -0.14
C: -0.430 -0.868 0.651  -0.51
C: -0.936 0.571 0.597  -0.42
C: 1.041 0.550 -0.693  -0.13
C: 0.946 -0.822 -0.078  -0.28
C: -2.076 0.313 -0.406  -0.41
H: 0.529 0.583 -1.667  0.12
H: -0.262 -1.319 1.597  0.10
H: 0.673 1.788 1.099  0.10
H: -0.138 2.318 -0.355  0.11
H: 2.938 -1.615 -0.304  0.03
H: 2.024 0.885 -0.808  0.09
H: -1.332 0.762 1.600  0.14
H: 1.701 -2.751 0.385  0.07
H: -3.116 0.659 -0.167  0.08
H: -1.799 0.704 -1.424  0.09

- energy above the lowest of the compared OMol25 structures with the same formula, charge and spin (kcal per mole) = 28.3
- lowest unoccupied orbital energy (eV) = 1.0
- E_HOMO (eV) = -8.47
- total charge = 0
- total energy (eV) = -18254.9887
- max |F| (eV/Å) = 3.6

=====

ORCA calculation (ωB97M-V/def2-TZVPD) on C3H6O2 in the gas phase in a non-equilibrium geometry.

Last column: Löwdin charge in e.
Atoms and positions in Å:
O: 0.038 0.098 -0.431  -0.11
O: 0.703 -0.710 0.528  -0.14
C: -1.169 -0.519 -0.848  -0.17
C: 1.839 -0.014 0.992  -0.10
C: -2.174 0.288 -0.946  0.03
H: 2.006 -0.401 1.997  0.09
H: -3.136 -0.129 -1.093  0.05
H: -1.275 -1.603 -0.917  0.12
H: 2.817 0.013 0.601  0.06
H: 1.642 1.110 1.028  0.11
H: -1.994 1.325 -0.986  0.06

- energy above the lowest of the compared OMol25 structures with the same formula, charge and spin (kcal per mole) = 119.5
- lowest unoccupied orbital energy (eV) = 1.2
- SMILES = C=COOC
- E_HOMO (eV) = -8.97
- total charge = 0
- total energy (eV) = -7298.4951
- max |F| (eV/Å) = 3.4

=====

Per-record M, g mol⁻¹: 198.270, 723.847, 726.944, 277.350, 71.155, 216.283, 126.224, 74.079